Entry 1:
{
  "formula": "C14H10N4O2S",
  "method": "wB97M-V/def2-TZVPD",
  "elements": ["C", "C", "C", "C", "O", "C", "C", "N", "N", "C", "S", "C", "C", "C", "C", "C", "O", "N", "N", "C", "C", "H", "H", "H", "H", "H", "H", "H", "H", "H", "H"],
  "positions_angstrom": [[4.76968, -1.71993, 0.10036], [3.76903, -2.48869, -0.46359], [2.65699, -1.89860, -1.04392], [2.55033, -0.51412, -1.05826], [1.51206, 0.19366, -1.60887], [0.48336, -0.49956, -2.27697], [-0.42971, -1.21977, -1.34536], [-0.52395, -2.51372, -1.17512], [-1.44220, -2.79703, -0.24095], [-1.91277, -1.65483, 0.16910], [-3.06848, -1.02873, 1.28152], [-2.60911, 0.59811, 0.70446], [-3.25227, 1.74948, 1.25212], [-4.23333, 1.83901, 2.21594], [-4.49995, 3.21175, 2.36999], [-3.66869, 3.85377, 1.49558], [-2.91652, 2.98331, 0.82041], [-1.70050, 0.62489, -0.20337], [-1.30766, -0.61033, -0.50053], [3.55603, 0.26338, -0.48515], [4.65652, -0.33835, 0.08922], [5.63107, -2.19123, 0.54888], [3.84344, -3.56591, -0.45483], [1.88316, -2.52517, -1.45781], [-0.07881, 0.28013, -2.80123], [0.88395, -1.21819, -3.00129], [-4.69118, 1.02156, 2.73456], [-5.20817, 3.66039, 3.03502], [-3.53195, 4.89465, 1.27680], [3.44936, 1.33668, -0.50590], [5.43025, 0.27337, 0.52920]],
  "gap_ev": 8.2543,
  "de_lowest_ev": 1.5210,
  "multiplicity": 1,
  "smiles": "c1ccc(OCc2nnc3sc(-c4ccco4)nn23)cc1"
}

---

Entry 2:
{
  "formula": "C28H41NO18",
  "method": "wB97M-V/def2-TZVPD",
  "elements": ["C", "C", "C", "O", "C", "O", "O", "H", "H", "H", "H", "H", "H", "C", "C", "C", "O", "C", "O", "O", "H", "H", "H", "H", "H", "H", "C", "C", "C", "O", "C", "O", "O", "H", "H", "H", "H", "H", "H", "C", "C", "C", "O", "C", "O", "O", "H", "H", "H", "H", "H", "H", "C", "C", "C", "O", "C", "O", "O", "H", "H", "H", "H", "H", "H", "C", "C", "C", "O", "C", "O", "O", "H", "H", "H", "H", "H", "H", "C", "C", "C", "N", "C", "H", "H", "H", "H", "H"],
  "positions_angstrom": [[-1.77294, -0.91082, -6.21295], [-2.38673, -0.27090, -4.93341], [-1.41024, 0.10645, -3.86879], [-1.97128, 1.28195, -3.32906], [-2.71513, 1.97195, -4.29988], [-3.08984, 3.02000, -4.13798], [-2.85451, 1.05618, -5.30066], [-1.52042, -1.97324, -6.13524], [-0.87751, -0.32244, -6.38941], [-2.42255, -0.72823, -7.07437], [-3.24312, -0.80420, -4.52315], [-0.47530, 0.47103, -4.32924], [-1.12279, -0.64106, -3.09033], [-1.81882, 4.64953, -1.49101], [-3.16520, 4.10458, -1.37574], [-3.28450, 2.70159, -0.76595], [-4.61278, 2.69885, -0.24610], [-5.06768, 3.98169, -0.15240], [-6.10982, 4.35515, 0.26914], [-4.06950, 4.85525, -0.57841], [-1.70659, 5.56015, -2.06802], [-1.20789, 3.81265, -1.85623], [-1.45847, 4.84590, -0.47101], [-3.61045, 4.10501, -2.37884], [-2.64883, 2.49840, 0.09219], [-3.10965, 1.94846, -1.50103], [4.15669, -2.26482, 3.63534], [3.11005, -1.56730, 4.49892], [3.00832, -0.03893, 4.28475], [1.54971, 0.21650, 4.08279], [0.94363, -0.94667, 4.00520], [-0.20665, -1.13966, 3.81578], [1.77939, -2.03129, 4.22639], [4.13137, -3.34435, 3.70239], [5.13333, -1.90902, 3.98503], [4.06347, -1.93999, 2.58268], [3.31352, -1.83614, 5.55881], [3.49907, 0.22393, 3.36030], [3.40030, 0.52779, 5.11536], [-0.34564, -4.64080, 3.99756], [-1.50416, -4.55863, 3.00857], [-2.82355, -4.06899, 3.58665], [-3.29110, -3.19029, 2.58484], [-2.33291, -2.83918, 1.72187], [-2.42072, -2.02071, 0.87092], [-1.26069, -3.60753, 1.96095], [-0.26812, -3.59433, 4.26482], [0.64728, -4.93357, 3.64555], [-0.59900, -5.19262, 4.89967], [-1.75921, -5.50009, 2.50506], [-2.65430, -3.44229, 4.43523], [-3.47397, -4.89039, 3.79494], [1.25472, -1.42307, 0.91988], [0.16154, -0.76803, 0.11767], [-0.73517, 0.30572, 0.81553], [-0.19016, 1.56148, 0.26845], [0.61570, 1.27333, -0.79895], [1.17253, 2.10805, -1.45632], [0.72067, -0.04320, -0.97724], [0.85607, -2.09717, 1.65551], [1.95800, -0.70400, 1.36357], [1.89759, -2.03579, 0.27802], [-0.49138, -1.51420, -0.32718], [-0.68748, 0.35722, 1.91940], [-1.78863, 0.23313, 0.53380], [1.07121, 3.60459, 2.70459], [2.32452, 3.19929, 1.95892], [3.16310, 4.36696, 1.45025], [4.50151, 3.94804, 1.68590], [4.48561, 2.92449, 2.55905], [5.43567, 2.40018, 3.06576], [3.21230, 2.56067, 2.84392], [0.54334, 2.81219, 3.17874], [0.38504, 4.10015, 1.97657], [1.42054, 4.29004, 3.44332], [2.10582, 2.56150, 1.10066], [2.96145, 5.28195, 2.03059], [2.96835, 4.59479, 0.42370], [0.34876, -3.33384, -4.50187], [1.15757, -2.25341, -3.98826], [2.07717, -1.94962, -4.97198], [1.84227, -2.80306, -6.04389], [0.83683, -3.63081, -5.73185], [-0.51392, -3.73495, -4.00090], [1.13507, -1.62882, -3.09860], [2.82256, -1.14063, -5.08234], [2.34494, -2.83922, -6.89135], [0.56272, -4.42845, -6.40558]],
  "gap_ev": 9.1782,
  "de_lowest_ev": 0.0000,
  "multiplicity": 1,
  "smiles": "C[C@H]1COC(=O)O1.C[C@H]1COC(=O)O1.C[C@H]1COC(=O)O1.C[C@H]1COC(=O)O1.C[C@H]1COC(=O)O1.C[C@H]1COC(=O)O1.c1cc[nH]c1"
}

---

Entry 3:
{
  "formula": "CH2N4P",
  "method": "wB97M-V/def2-TZVPD",
  "elements": ["N", "C", "P", "N", "N", "N", "H", "H"],
  "positions_angstrom": [[-2.87822, -1.18546, 0.22740], [-1.88992, -0.66565, -0.02506], [-0.08691, -0.64699, -0.30261], [1.82530, -0.39995, -0.06390], [2.97480, -0.55436, 0.05200], [4.10112, -0.63647, 0.22819], [-0.19285, -1.26411, 0.89309], [-0.12967, 0.59713, 0.25467]],
  "gap_ev": 8.3775,
  "charge": -1,
  "de_lowest_ev": 1.4286,
  "multiplicity": 1,
  "smiles": "N#C[PH2]=NN=[N-]"
}